Entry i
A cluster of 2 separate species, C4H13N3O2 in total, computed with ωB97M-V/def2-TZVPD.

The value obtained for the HOMO energy is -8.57 eV. The LUMO energy is 0.75 eV.

```
22
Properties=species:S:1:pos:R:3:lowdin_charge:R:1
N -1.30895 1.83274 -1.96581 0.01
C -1.38656 0.42414 -1.64741 -0.21
C -0.31188 -0.08566 -0.65360 -0.60
O -0.33734 -1.49854 -0.61375 -0.01
O 0.91828 0.36138 -1.10185 -0.03
C -0.62420 0.39316 0.83995 -0.19
N -1.55518 -0.42365 1.58276 0.01
H -1.46143 2.39149 -1.13440 0.06
H -0.37560 2.04065 -2.30164 0.07
H -2.37737 0.19697 -1.24425 0.12
H -1.26352 -0.13086 -2.58389 0.12
H -0.00102 -1.82827 -1.45519 0.10
H 1.66095 -0.01580 -0.51308 0.06
H 0.28958 0.47907 1.42722 0.08
H -1.03175 1.40148 0.77977 0.11
H -1.21121 -1.37767 1.61584 0.06
H -2.45428 -0.44461 1.11023 0.07
C 2.60662 -0.45149 1.84912 -0.08
N 2.52841 -0.91708 0.67909 0.04
H 2.60131 -1.04297 2.77037 0.08
H 2.65445 0.62528 1.95322 0.07
H 2.44071 -1.92974 0.60727 0.08
```

***

Entry ii
A cluster of 2 separate species, C4H13N3O2 in total, computed with ωB97M-V/def2-TZVPD.

The value obtained for the HOMO energy is -8.97 eV. The LUMO energy is 0.67 eV.

```
22
Properties=species:S:1:pos:R:3:lowdin_charge:R:1
N 1.81356 1.39968 -0.06289 0.17
C 2.75689 0.67487 -0.73546 -0.63
O 3.68487 1.16825 -1.34043 0.04
N 2.48758 -0.67149 -0.83798 0.01
O 1.80781 -1.37361 0.17813 -0.06
H 2.02890 2.36932 0.07944 0.10
H 1.21419 0.94920 0.61414 0.06
H 3.25128 -1.23461 -1.18779 0.14
H 0.92378 -0.97300 0.28348 0.01
C -2.20363 1.01201 0.21620 -0.07
C -1.70464 -0.40590 0.47484 -0.49
C -1.30122 -1.07504 -0.84038 -0.07
N -0.53563 -0.34659 1.36472 0.01
H -3.02336 1.00088 -0.49507 0.08
H -1.39687 1.61835 -0.19228 0.08
H -2.55611 1.47287 1.13733 0.07
H -2.52323 -0.98761 0.93145 0.13
H -0.93291 -2.08052 -0.66707 0.08
H -2.15991 -1.12713 -1.50017 0.08
H -0.52883 -0.49499 -1.33820 0.08
H -0.40952 -1.24082 1.82814 0.10
H -0.69304 0.34590 2.08985 0.09
```

***

Entry iii
A cluster of 2 separate species, C4H13N3O2 in total, computed with ωB97M-V/def2-TZVPD.

The value obtained for the HOMO energy is -8.95 eV. The LUMO energy is 0.84 eV.

```
22
Properties=species:S:1:pos:R:3:lowdin_charge:R:1
C 1.63030 1.40079 0.31655 -0.05
C 1.32806 -0.00268 0.80780 -0.43
N 1.88451 -0.96502 -0.06958 0.05
N -0.24080 -0.14590 0.90148 -0.10
N -0.64643 -1.26446 1.70642 0.02
H 2.70967 1.51910 0.23804 0.08
H 1.24477 2.14819 1.00674 0.08
H 1.18955 1.54848 -0.66707 0.07
H 1.73277 -0.16356 1.82148 0.14
H 1.50612 -0.79905 -1.02201 0.07
H 1.65295 -1.91135 0.21054 0.07
H -0.60949 0.68460 1.36189 0.11
H 0.14230 -1.89863 1.82594 0.06
H -1.35723 -1.77091 1.17179 0.06
C -1.94869 1.04339 -0.97663 0.00
C -1.38478 -0.34837 -0.93204 -0.58
O -2.02072 -1.34683 -0.66600 0.02
O -0.29818 -0.45538 -1.88608 -0.02
H -1.15452 1.77842 -0.91238 0.07
H -2.46972 1.16303 -1.92415 0.09
H -2.66487 1.17300 -0.16991 0.09
H -0.22559 -1.38688 -2.14283 0.10
```

***

The winner here is entry ii, beating the second structure by 19.4 kJ/mol.